Entry 1:
Density functional theory data (wB97M-V/def2-TZVPD) for a 3-piece molecular cluster, C16H34F3IN3O8S2 overall in a non-equilibrium geometry.

XYZ file:
```
67
Properties=species:S:1:pos:R:3:nbo_charge:R:1
N -3.28695 -2.25614 -0.31354 -0.78
C -3.56352 -1.40001 0.70612 0.75
N -2.62129 -0.40528 0.93837 -0.68
C -1.62207 -0.77454 1.98000 -0.23
C -0.60709 -1.86497 1.53557 -0.45
C -0.98041 -3.25095 2.14013 -0.53
I 0.81688 -4.33439 2.62497 0.13
N -4.65622 -1.54739 1.39893 -0.34
C -4.91947 -0.63915 2.51892 -0.26
C -5.81247 0.53537 2.10574 -0.10
O -5.08086 1.49444 1.34094 -0.52
C -5.39021 1.51337 0.01153 0.63
O -4.66303 1.98387 -0.75304 -0.51
C -5.56622 -2.64361 0.99911 -0.24
C -6.93631 -2.65665 1.72617 -0.50
C -7.99656 -3.08836 0.71174 0.98
F -8.10061 -2.10031 -0.19420 -0.34
F -9.16544 -3.13329 1.29608 -0.30
F -7.71947 -4.20188 0.11201 -0.30
H -2.44237 -1.92821 -0.77942 0.42
H -4.00536 -2.19088 -1.03823 0.42
H -3.05043 0.49784 1.12888 0.43
H -1.07235 0.14132 2.21880 0.24
H -2.08537 -1.09919 2.92564 0.18
H -0.70314 -1.95899 0.45125 0.21
H 0.40021 -1.56722 1.81559 0.26
H -1.61849 -3.80836 1.45075 0.22
H -1.54109 -3.13779 3.07171 0.21
H -5.45878 -1.17191 3.30821 0.24
H -4.01753 -0.24856 2.98420 0.25
H -6.71584 0.23987 1.56035 0.20
H -6.15680 1.01136 3.03091 0.23
H -6.35234 1.09536 -0.34110 0.13
H -5.75366 -2.67758 -0.07400 0.23
H -5.05594 -3.57560 1.26590 0.25
H -7.27605 -1.69064 2.09376 0.23
H -6.94383 -3.39161 2.53471 0.25
O 1.20229 2.51039 0.20027 -0.93
S 0.82093 1.57849 -0.81464 2.39
O 1.17818 0.19334 -0.72388 -0.95
O 1.26413 2.14112 -2.23206 -0.72
C 2.65585 2.47762 -2.42811 -0.08
C 3.53228 1.24975 -2.57380 -0.64
C -0.91927 1.67467 -1.06586 -0.89
H 3.00354 3.11843 -1.61590 0.20
H 2.69899 3.06598 -3.34316 0.20
H 3.56103 0.67162 -1.65096 0.23
H 4.55499 1.53600 -2.81987 0.24
H 3.14758 0.59377 -3.35588 0.21
H -1.21529 2.71599 -1.16410 0.26
H -1.38702 1.22803 -0.19358 0.23
H -1.18007 1.11018 -1.95816 0.25
O 7.26311 0.71473 -1.72938 -0.95
S 8.68563 0.82554 -1.85585 2.38
O 9.55984 0.24355 -0.88759 -0.93
O 9.06843 2.36305 -2.04775 -0.72
C 8.62405 3.30235 -1.05184 -0.08
C 9.42182 3.20015 0.23397 -0.64
C 9.17528 0.27272 -3.45602 -0.89
H 7.55543 3.17458 -0.86616 0.19
H 8.76045 4.29188 -1.48594 0.20
H 9.25742 2.24271 0.72709 0.23
H 9.12964 3.99008 0.92671 0.22
H 10.48983 3.28109 0.03015 0.22
H 8.53400 0.73324 -4.20294 0.25
H 9.06016 -0.80920 -3.47302 0.26
H 10.21720 0.53880 -3.61520 0.26
```

Summary:
lowest unoccupied orbital energy	-0.1311	Ha
charge	+1
gap between HOMO and LUMO	8.2	eV
E_HOMO	-11.75	eV



Entry 2:
Density functional theory data (wB97M-V/def2-TZVPD) for C16H34O3OsP2S as an isolated structure in a non-equilibrium geometry.

XYZ file:
```
57
Properties=species:S:1:pos:R:3:nbo_charge:R:1
P 2.72947 3.79274 -1.62235 0.85
P 2.16969 1.43888 -4.75952 1.46
C 3.56201 3.59480 -3.36895 -0.72
C 2.76695 3.19513 -4.62825 -0.69
H 4.46122 2.94942 -3.28269 0.23
H 3.91151 4.65614 -3.44939 0.26
H 1.91876 3.87959 -4.84339 0.27
H 3.47268 3.29317 -5.47326 0.29
C 3.46991 0.71952 -5.88836 -0.92
H 3.12357 -0.31140 -6.09597 0.24
H 4.42734 0.65194 -5.34104 0.24
H 3.59744 1.26773 -6.82821 0.27
C 0.75315 1.58719 -5.87262 -0.96
H 1.09243 1.75016 -6.90747 0.30
H 0.11175 2.43186 -5.56813 0.28
H 0.18821 0.63931 -5.79806 0.27
C 4.34552 4.34648 -0.99721 -0.95
H 4.29074 4.52001 0.09148 0.26
H 4.48274 5.28363 -1.56822 0.23
H 5.15727 3.62978 -1.20097 0.24
C 1.84968 5.31806 -2.16910 -0.95
H 1.30378 5.17247 -3.11793 0.23
H 2.63962 6.06999 -2.31183 0.24
H 1.14671 5.65195 -1.38247 0.26
Os -0.54279 2.43900 -0.48158 0.95
C 2.10028 -0.29952 -3.94201 -0.57
C 3.04731 -1.34471 -3.61249 0.26
C 4.40360 -1.20052 -3.16707 -0.49
C 4.05950 -0.96103 -1.63885 -0.41
C 4.36351 0.48680 -1.47279 -0.22
C 3.38041 1.34866 -1.12254 -0.13
C 1.97617 1.48220 -1.85401 -0.49
C 1.32201 0.30992 -2.62231 -0.44
C -1.96936 2.56005 0.82052 -0.87
H 1.39946 -0.88259 -4.57048 0.31
H 2.61678 -2.27026 -3.26881 0.25
H 4.85492 -0.28933 -3.57916 0.23
H 5.01330 -2.07420 -3.37849 0.30
H 3.00415 -1.22415 -1.38819 0.27
H 4.58217 -1.67212 -0.96297 0.32
H 5.47887 0.69870 -1.64592 0.25
H 3.35066 1.73377 -0.04053 0.29
H 1.79122 2.30090 -2.60430 0.23
H 1.29125 1.88833 -1.00597 0.23
H 1.20961 -0.47503 -1.92152 0.28
H 0.32639 0.64040 -2.86176 0.25
H -2.82371 1.83211 0.67985 0.24
H -2.28341 3.59920 0.55738 0.24
H -1.69299 2.59968 1.88127 0.23
C -0.67641 -1.20288 1.84360 -0.85
S -0.40091 -0.49540 0.20459 2.32
O 0.37595 0.90916 0.52443 -1.07
O 0.39381 -1.53573 -0.42537 -0.95
O -1.57923 0.02265 -0.48748 -0.96
H 0.32759 -1.38400 2.23425 0.26
H -1.18850 -2.14962 1.65112 0.27
H -1.24148 -0.55729 2.51197 0.26
```

Summary:
lowest unoccupied orbital energy (spin up / spin down)	-0.3147 / -0.3260	Ha
multiplicity	5
relative energy (zero: lowest compared OMol25 entry of this formula, charge and spin)	227.3	kcal per mole
charge	+2
gap between HOMO and LUMO (spin up / spin down)	4.1 / 4.7	eV
E_HOMO (spin up / spin down)	-12.70 / -13.54	eV



Entry 3:
Density functional theory data (wB97M-V/def2-TZVPD) for C16H35LaNO7P2Si3 as an isolated structure in a non-equilibrium geometry.

XYZ file:
```
65
Properties=species:S:1:pos:R:3:nbo_charge:R:1
La -0.60388 -0.28143 0.78996 2.35
C -3.79537 1.98995 3.43979 -0.62
C -3.58998 0.40977 3.46887 -0.43
O -4.49437 -0.12720 4.46802 -0.71
P -4.04035 -0.23261 1.80781 2.36
O -4.31805 -1.82051 1.78999 -0.99
O -5.45513 0.39474 1.61437 -0.98
O -3.00503 0.11960 0.73314 -1.19
P -1.82280 -0.26559 3.82532 2.32
O -1.56277 -1.62849 2.90818 -1.05
O -1.74050 -0.45989 5.27461 -1.04
O -0.87056 0.60767 2.92836 -1.23
H -4.88004 2.24334 3.60050 0.26
H -3.43135 2.42149 2.45881 0.22
H -3.10027 2.40478 4.14960 0.25
H -3.90163 -0.63076 5.06303 0.50
H -5.28613 -1.97189 2.05463 0.54
H -5.78628 0.37110 0.66315 0.54
H -2.08622 -2.42327 3.13204 0.53
C 2.56152 0.67053 1.69778 -1.11
Si 2.18688 1.63565 0.01925 1.71
C 3.84833 2.16094 -0.60976 -1.16
C 1.40821 3.30079 0.46116 -1.12
C 1.08707 0.53750 -1.07002 -2.10
Si 0.31099 1.50563 -2.44781 1.74
C 1.41004 1.66662 -3.99801 -1.12
C -0.17571 3.25467 -2.22279 -1.16
C -1.32948 0.67577 -2.91754 -1.10
Si 1.79493 -1.17859 -1.60375 1.70
C 3.67027 -1.19652 -1.61715 -1.16
C 1.32356 -1.78061 -3.36069 -1.09
C 1.19565 -2.54202 -0.43638 -0.21
C 1.97994 -3.60858 -0.15118 -0.23
C 1.32729 -4.76869 0.38996 -0.10
C -0.06099 -4.80230 0.61329 -0.26
C -0.77804 -3.63655 0.31237 0.08
N -0.15573 -2.50464 -0.03018 -0.67
H 2.87085 1.45664 2.46157 0.26
H 3.45635 -0.03029 1.59401 0.25
H 1.74835 -0.00668 2.18497 0.17
H 4.48720 1.26097 -0.84127 0.24
H 4.43374 2.83575 0.08242 0.26
H 3.73019 2.76366 -1.55725 0.25
H 1.79346 3.60538 1.47108 0.25
H 0.34550 3.32608 0.52509 0.22
H 1.70423 4.04280 -0.25053 0.25
H 0.71368 1.77120 -4.83713 0.24
H 2.17901 0.87791 -4.13800 0.23
H 1.87193 2.66225 -3.90293 0.24
H 0.71087 3.91269 -2.17770 0.24
H -0.84522 3.55432 -1.37795 0.24
H -0.69920 3.65666 -3.12377 0.26
H -1.73008 1.28013 -3.76469 0.25
H -2.03753 0.54255 -2.14165 0.21
H -1.09316 -0.26664 -3.28956 0.22
H 4.11051 -0.34096 -2.20309 0.27
H 4.05522 -2.12828 -2.11626 0.25
H 4.11869 -1.17720 -0.63864 0.24
H 2.14787 -1.49720 -4.01157 0.25
H 0.37151 -1.35472 -3.67193 0.24
H 1.21919 -2.91132 -3.24249 0.24
H 3.05715 -3.50423 -0.20646 0.25
H 1.90601 -5.68581 0.61063 0.24
H -0.57810 -5.67188 1.01229 0.25
H -1.88222 -3.48420 0.35208 0.22
```

Summary:
lowest unoccupied orbital energy	-0.1299	Ha
relative energy (zero: lowest compared OMol25 entry of this formula, charge and spin)	42.5	kcal per mole
charge	+1
gap between HOMO and LUMO	7.1	eV
E_HOMO	-10.61	eV



Entry 4:
Density functional theory data (wB97M-V/def2-TZVPD) for a 2-piece molecular cluster, C16H35N2O5S2 overall in a non-equilibrium geometry.

XYZ file:
```
60
Properties=species:S:1:pos:R:3:nbo_charge:R:1
C -1.20209 -0.73166 -0.00582 -0.45
C 0.25554 -0.78725 0.36728 -0.19
C 1.25256 -2.02166 -0.14019 -0.65
S 2.51675 -1.19152 -1.30820 2.04
O 3.60885 -2.26663 -1.62526 -0.94
O 3.15389 -0.00185 -0.55026 -0.95
N 1.73074 -0.75973 -2.81800 -1.03
S 2.10951 0.90874 -3.27128 2.22
O 1.37511 1.80685 -2.22795 -0.93
O 1.53537 1.28690 -4.69238 -0.92
O 3.79318 1.16797 -3.36301 -0.69
C 4.11519 2.62810 -3.35834 -0.09
C 5.04205 2.91744 -1.99769 -0.26
C 6.56360 3.23778 -2.51782 -0.64
C 4.39682 4.21135 -1.22631 -0.43
C 4.88711 4.41751 0.32360 -0.21
C 3.67038 5.21241 1.14630 -0.63
C 5.16945 3.03511 1.15739 -0.65
H -1.87412 -1.71625 0.04184 0.20
H -1.75329 0.25430 -0.36865 0.22
H 0.72501 0.08439 1.02731 0.24
H 0.66074 -2.88637 -0.66344 0.25
H 1.87579 -2.37728 0.79802 0.25
H 3.16244 3.31266 -3.40649 0.23
H 4.78832 2.79205 -4.32630 0.18
H 5.02832 1.91560 -1.39346 0.26
H 7.13249 2.22380 -2.70702 0.23
H 7.08766 3.91152 -1.68750 0.20
H 6.47635 3.92311 -3.47063 0.20
H 4.77198 5.17497 -1.82312 0.19
H 3.21139 4.22302 -1.36489 0.24
H 5.82901 5.12973 0.38090 0.19
H 3.05120 4.36366 1.71054 0.21
H 4.16659 5.85430 2.01468 0.20
H 2.97040 5.83334 0.44361 0.22
H 6.18834 2.58544 0.73208 0.21
H 5.33166 3.23116 2.31383 0.21
H 4.26401 2.30456 0.98833 0.25
C -4.54664 -1.50941 2.90045 -0.62
C -5.47817 -1.97718 1.78537 -0.21
N -5.11543 -3.27701 1.21586 -0.45
C -5.82725 -3.58421 -0.02909 -0.21
C -7.34121 -3.75532 0.04769 -0.63
C -5.00134 -4.39170 2.15917 -0.22
C -6.22480 -4.73281 3.00358 -0.64
H -3.50375 -1.49578 2.56480 0.22
H -4.81305 -0.49275 3.20527 0.21
H -4.61947 -2.14434 3.78724 0.20
H -5.43131 -1.21775 0.99417 0.20
H -6.50636 -1.97379 2.16137 0.15
H -5.39387 -4.48358 -0.48357 0.19
H -5.61479 -2.78088 -0.74654 0.19
H -7.61806 -4.70896 0.50025 0.20
H -7.76168 -3.75191 -0.96573 0.21
H -7.82616 -2.94729 0.60234 0.20
H -4.16790 -4.18058 2.84015 0.19
H -4.68224 -5.29462 1.62229 0.20
H -6.70207 -3.84670 3.43004 0.20
H -5.92428 -5.37194 3.84148 0.21
H -6.96845 -5.28905 2.43172 0.20
```

Summary:
lowest unoccupied orbital energy	0.0884	Ha
charge	-1
gap between HOMO and LUMO	8.0	eV
E_HOMO	-5.58	eV



- Look up the charge of the second one.
  +2



- Look up the charge of the second one.
  +2